# C16H44BCl3F4N3O2

7 unconnected molecules or ions with the total composition C16H44BCl3F4N3O2 in a non-equilibrium geometry (ωB97M-V/def2-TZVPD, the OMol25 dataset).

Last columns: bonded neighbours and bond lengths (Å).
Geometry (Å):
1 N 17.48922 15.23506 16.96500  H2 1.010, H3 1.010, H4 1.010, H5 1.010
2 H 16.70427 15.22095 16.32957  N1 1.010
3 H 18.25607 14.89136 16.40474  N1 1.010
4 H 17.39816 14.68705 17.80850  N1 1.010
5 H 17.78002 16.17863 17.17762  N1 1.010
6 C 15.36693 9.86986 19.25536  C7 1.592, H16 1.090, H17 1.090, H18 1.090
7 C 16.04211 8.54485 18.68738  C6 1.592, N8 1.564, H19 1.090, H20 1.090
8 N 17.60457 8.49031 18.73669  C7 1.564, C9 1.536, C10 1.568, C12 1.575
9 C 18.07663 8.57408 20.19591  N8 1.536, H21 1.090, H22 1.090, H23 1.090
10 C 17.98955 7.09245 18.13959  N8 1.568, C11 1.558, H24 1.090, H25 1.090
11 C 19.50742 6.89431 17.85084  C10 1.558, H26 1.090, H27 1.090, H28 1.090
12 C 18.25143 9.79379 18.13320  N8 1.575, C13 1.518, H29 1.090, H30 1.090
13 C 18.06226 9.90113 16.63105  C12 1.518, O14 1.468, H31 1.090, H32 1.090
14 O 16.64850 10.18102 16.35369  C13 1.468, C15 1.431
15 C 16.33942 11.57817 16.31722  O14 1.431, H33 1.090, H34 1.090, H35 1.090
16 H 14.27869 9.81013 19.27186  C6 1.090
17 H 15.64596 10.79081 18.74342  C6 1.090
18 H 15.74769 9.98332 20.27037  C6 1.090
19 H 15.63068 8.46288 17.68135  C7 1.090
20 H 15.57744 7.71627 19.22183  C7 1.090
21 H 17.60016 7.70894 20.65701  C9 1.090
22 H 17.67792 9.49443 20.62262  C9 1.090
23 H 19.15769 8.45882 20.27405  C9 1.090
24 H 17.39660 7.11718 17.22532  C10 1.090
25 H 17.42399 6.34984 18.70240  C10 1.090
26 H 20.12481 6.73274 18.73448  C11 1.090
27 H 19.91971 7.71029 17.25729  C11 1.090
28 H 19.48156 5.94688 17.31251  C11 1.090
29 H 19.32002 9.82286 18.34622  C12 1.090
30 H 17.70671 10.63115 18.56933  C12 1.090
31 H 18.36496 8.97756 16.13759  C13 1.090
32 H 18.81309 10.56455 16.20184  C13 1.090
33 H 16.64340 11.97392 15.34816  C15 1.090
34 H 16.87046 12.15575 17.07385  C15 1.090
35 H 15.26419 11.75427 16.34829  C15 1.090
36 C 21.13659 16.48457 18.00194  C37 1.544, H46 1.090, H47 1.090, H48 1.090
37 C 21.25840 15.33237 19.02231  C36 1.544, N38 1.588, H49 1.090, H50 1.090
38 N 22.32039 14.21268 18.64596  C37 1.588, C39 1.573, C40 1.541, C42 1.582
39 C 21.67323 13.38837 17.47277  N38 1.573, H51 1.090, H52 1.090, H53 1.090
40 C 23.67381 14.83633 18.25458  N38 1.541, C41 1.522, H54 1.090, H55 1.090
41 C 24.77073 13.88035 17.80727  C40 1.522, H56 1.090, H57 1.090, H58 1.090
42 C 22.52028 13.26735 19.89872  N38 1.582, C43 1.554, H59 1.090, H60 1.090
43 C 22.68876 13.92515 21.29656  C42 1.554, O44 1.451, H61 1.090, H62 1.090
44 O 23.35274 12.91534 22.10045  C43 1.451, C45 1.423
45 C 23.39119 13.19160 23.49539  O44 1.423, H63 1.090, H64 1.090, H65 1.090
46 H 20.17575 16.98986 18.09977  C36 1.090
47 H 21.24678 16.18014 16.96114  C36 1.090
48 H 21.91236 17.18431 18.31282  C36 1.090
49 H 20.28074 14.85230 18.97965  C37 1.090
50 H 21.50559 15.63660 20.03939  C37 1.090
51 H 21.70799 14.02269 16.58704  C39 1.090
52 H 20.67250 13.02894 17.71247  C39 1.090
53 H 22.26727 12.53857 17.13654  C39 1.090
54 H 23.99860 15.39950 19.12948  C40 1.090
55 H 23.33487 15.58806 17.54175  C40 1.090
56 H 24.47660 13.28015 16.94625  C41 1.090
57 H 25.22982 13.26716 18.58274  C41 1.090
58 H 25.74138 14.33411 17.60719  C41 1.090
59 H 23.24825 12.48108 19.69887  C42 1.090
60 H 21.62542 12.64856 19.96535  C42 1.090
61 H 21.67431 14.05061 21.67506  C43 1.090
62 H 23.28862 14.83313 21.35851  C43 1.090
63 H 24.35514 13.68758 23.60897  C45 1.090
64 H 23.37771 12.19484 23.93627  C45 1.090
65 H 22.51334 13.69692 23.89804  C45 1.090
66 Cl 17.55201 18.28301 17.70324  no bonds
67 Cl 19.26374 13.78769 14.94774  no bonds
68 Cl 14.70387 15.07054 15.31744  no bonds
69 B 17.86430 13.11564 19.98274  F70 1.398, F71 1.388, F72 1.373, F73 1.359
70 F 17.48261 12.23163 20.99638  B69 1.398
71 F 18.32950 14.30059 20.53472  B69 1.388
72 F 18.92118 12.64216 19.24488  B69 1.373
73 F 16.84689 13.40439 19.12908  B69 1.359

The expectation value of S² is 0.754. The multiplicity is 2. Its charge is 0. The value obtained for the HOMO energy (alpha / beta) is -7.54 / -6.93 eV. For the LUMO energy (alpha / beta), the calculation gives -0.332 / -3.764 eV.


# C16H44ClN4O8

5 unconnected molecules or ions with the total composition C16H44ClN4O8 in a non-equilibrium geometry (ωB97M-V/def2-TZVPD, the OMol25 dataset).

Last columns: bonded neighbours and bond lengths (Å).
Geometry (Å):
1 Cl 0.03055 0.28059 -0.64962  O2 1.447, O3 1.450, O4 1.419, O5 1.452
2 O 0.51187 -0.12305 -1.95334  Cl1 1.447
3 O 1.17980 0.77994 0.08057  Cl1 1.450
4 O -0.98673 1.25814 -0.80423  Cl1 1.419
5 O -0.55767 -0.80898 0.10817  Cl1 1.452
6 C -0.86107 -4.19863 -3.55598  C7 1.513, H12 1.090, H13 1.090, H14 1.090
7 C -1.93350 -3.54740 -2.71014  C6 1.513, C8 1.610, N11 1.424, H15 1.090
8 C -1.89314 -3.85122 -1.12920  C7 1.610, O9 1.414, H16 1.090, H17 1.090
9 O -2.50563 -5.09916 -0.86888  C8 1.414, C10 1.442
10 C -2.46908 -5.54031 0.50324  O9 1.442, H18 1.090, H19 1.090, H20 1.090
11 N -1.61027 -2.16299 -2.79539  C7 1.424, H21 1.010, H22 1.010
12 H -0.86094 -3.78993 -4.56646  C6 1.090
13 H -0.83887 -5.28754 -3.59924  C6 1.090
14 H 0.15280 -4.12797 -3.16205  C6 1.090
15 H -2.94339 -3.70891 -3.08714  C7 1.090
16 H -2.36024 -3.07107 -0.52813  C8 1.090
17 H -0.86508 -3.95132 -0.78110  C8 1.090
18 H -3.26641 -6.28061 0.56893  C10 1.090
19 H -2.50982 -4.72539 1.22597  C10 1.090
20 H -1.47338 -5.98158 0.54752  C10 1.090
21 H -1.79656 -1.75805 -1.88906  N11 1.010
22 H -0.60582 -2.09109 -2.87287  N11 1.010
23 C 2.07220 4.60538 -0.10383  C24 1.505, H29 1.090, H30 1.090, H31 1.090
24 C 0.58207 4.77873 0.01350  C23 1.505, C25 1.563, N28 1.506, H32 1.090
25 C -0.11940 4.15949 1.26499  C24 1.563, O26 1.489, H33 1.090, H34 1.090
26 O -1.54481 4.58747 1.30614  C25 1.489, C27 1.372
27 C -2.31143 3.60257 1.87604  O26 1.372, H35 1.090, H36 1.090, H37 1.090
28 N 0.13240 6.21502 -0.02419  C24 1.506, H38 1.010, H39 1.010
29 H 2.50219 5.15642 0.73257  C23 1.090
30 H 2.41552 5.04747 -1.03913  C23 1.090
31 H 2.55413 3.62882 -0.05716  C23 1.090
32 H 0.18005 4.22724 -0.83641  C24 1.090
33 H 0.32229 4.51242 2.19689  C25 1.090
34 H -0.02059 3.07415 1.28414  C25 1.090
35 H -2.28529 2.71586 1.24266  C27 1.090
36 H -3.35823 3.87370 2.01315  C27 1.090
37 H -2.03573 3.38408 2.90772  C27 1.090
38 H 0.79604 6.84638 0.40134  N28 1.010
39 H 0.39613 6.44601 -0.97140  N28 1.010
40 C -4.84766 1.19280 2.10180  C41 1.579, H46 1.090, H47 1.090, H48 1.090
41 C -3.64760 0.20694 1.81645  C40 1.579, C42 1.532, N45 1.433, H49 1.090
42 C -3.58825 -0.98001 2.78314  C41 1.532, O43 1.434, H50 1.090, H51 1.090
43 O -3.55737 -0.45350 4.11711  C42 1.434, C44 1.386
44 C -2.29477 -0.05478 4.52637  O43 1.386, H52 1.090, H53 1.090, H54 1.090
45 N -3.67347 -0.28656 0.47118  C41 1.433, H55 1.010, H56 1.010
46 H -4.85420 1.68603 3.07379  C40 1.090
47 H -5.72838 0.55876 1.99975  C40 1.090
48 H -4.95270 2.01982 1.39959  C40 1.090
49 H -2.72132 0.76351 1.95902  C41 1.090
50 H -2.74038 -1.65046 2.64270  C42 1.090
51 H -4.50803 -1.56397 2.75011  C42 1.090
52 H -1.71819 -0.94638 4.77278  C44 1.090
53 H -2.41505 0.52204 5.44338  C44 1.090
54 H -1.77952 0.59836 3.82207  C44 1.090
55 H -3.43542 0.42178 -0.20830  N45 1.010
56 H -2.95583 -0.99724 0.47579  N45 1.010
57 C 4.64325 -1.91277 -2.78431  C58 1.511, H63 1.090, H64 1.090, H65 1.090
58 C 4.83820 -1.59129 -1.32100  C57 1.511, C59 1.577, N62 1.456, H66 1.090
59 C 5.03427 -0.05337 -1.03455  C58 1.577, O60 1.479, H67 1.090, H68 1.090
60 O 6.31544 0.32277 -1.67066  C59 1.479, C61 1.457
61 C 7.02961 1.30082 -0.86050  O60 1.457, H69 1.090, H70 1.090, H71 1.090
62 N 3.54397 -1.80031 -0.68813  C58 1.456, H72 1.010, H73 1.010
63 H 5.54459 -1.77989 -3.38266  C57 1.090
64 H 3.82667 -1.33469 -3.21686  C57 1.090
65 H 4.38338 -2.97019 -2.83352  C57 1.090
66 H 5.57327 -2.24928 -0.85751  C58 1.090
67 H 5.00747 0.25523 0.01052  C59 1.090
68 H 4.21555 0.56066 -1.40975  C59 1.090
69 H 6.43890 2.21683 -0.86918  C61 1.090
70 H 7.96355 1.47872 -1.39360  C61 1.090
71 H 7.18817 1.20788 0.21390  C61 1.090
72 H 3.21160 -2.63103 -1.15667  N62 1.010
73 H 2.84556 -1.13204 -0.98094  N62 1.010

Its charge is -1. For the energy relative to the best compared isomer or geometry (same formula, charge and spin), the calculation gives 2.1876 eV. The value obtained for the HOMO energy is -6.35 eV. For the LUMO energy, the calculation gives 2.732 eV.


no.,calculated total energy (eV)
1,-74986.1376
2,-52159.3587